Formula: C86H200N16O22
Source: the Open Molecules 2025 dataset
Level of theory: the ωB97M-V functional and the def2-TZVPD basis

```
324
Properties=species:S:1:pos:R:3:forces:R:3
C 1.311648 10.450583 0.122448 0.5 2.2 1.5
H -2.022448 -7.918155 2.257403 0.6 -0.2 0.1
H -1.832517 -4.158235 -3.262910 -1.0 0.0 -0.5
H -5.517079 -1.270902 0.995975 0.4 -0.2 -0.3
H -5.830946 -3.478109 -1.889352 0.8 -1.5 -0.1
H 1.471928 -3.937831 2.887915 -0.1 -0.2 0.0
C 0.424382 -4.177647 2.680468 -0.2 0.3 -0.6
H -1.898008 7.301147 -3.787113 0.0 -0.2 -0.2
C -3.084629 -2.444834 0.931685 -0.7 -2.9 -1.2
H -1.021148 -7.516486 4.808275 -0.2 0.5 -0.2
C 0.207471 7.028904 4.302382 -1.0 2.4 1.1
O 0.159109 5.685141 4.147031 -0.9 -2.1 -1.0
H -0.754769 7.504587 4.626108 0.2 -0.6 0.0
N 2.903057 1.959900 -6.634154 -0.5 -0.3 0.8
O -7.450020 -5.224973 -2.075469 0.5 0.3 0.8
H -1.179403 -9.189964 4.406110 -0.4 -0.4 -0.3
O 2.412364 8.406709 -5.467077 1.4 -0.8 -0.9
H -7.495743 -2.608331 5.640969 0.7 0.6 -1.9
H 1.661055 -1.027864 -4.282858 -0.6 0.1 0.4
C -3.782108 -5.964700 5.215269 -1.1 -0.3 0.0
H -4.978582 -2.156459 4.189244 0.9 0.0 -1.8
H 4.065630 2.333747 -3.845932 -0.8 -0.1 -0.4
C 3.940624 -7.055631 -4.461811 1.4 -1.1 -0.2
H -2.828878 3.502466 -3.297501 -1.5 -0.1 -0.3
C -8.355542 -4.178161 -1.930888 -1.0 0.7 0.0
O -4.365457 -2.897109 0.401486 0.3 0.7 -0.2
H 0.410979 -3.520827 -4.063029 0.3 -0.8 -0.6
H -0.533059 1.159203 1.169314 -1.2 0.5 -0.5
H -8.447425 -6.653918 -0.767605 0.3 1.0 -0.8
N 5.827204 -3.827989 -3.838052 -0.3 0.3 -0.4
C 0.143989 -3.794550 -8.168662 -1.0 0.6 -0.1
N -5.961899 5.935582 3.072759 0.2 0.2 -0.9
H -3.041630 -1.595252 6.054647 0.8 -0.9 0.2
C 9.058739 0.542755 3.082379 -0.7 0.9 -0.2
H 3.505933 6.664872 -6.127376 -1.4 0.8 0.5
H 4.712216 7.505340 0.346757 -0.3 -0.1 -0.1
H -0.118956 -1.942272 -3.508218 0.1 -1.3 0.7
C 0.440230 0.752834 1.050775 0.1 0.1 -1.3
C 0.690713 0.686821 -5.942081 0.9 -1.3 -0.5
H -1.671220 -5.536667 1.603496 0.2 0.0 0.4
H 1.429704 12.613945 1.397260 0.4 -0.2 -0.5
H 0.484957 3.498043 3.150583 -0.9 0.6 -1.3
H 0.838999 -7.566256 2.953965 -1.2 -1.0 0.6
H 1.595866 10.180428 1.155589 -0.6 0.3 0.0
N -6.366456 -2.656897 -1.932749 -2.0 0.5 -1.4
C 2.299136 -1.734807 -3.771843 1.2 -0.3 1.7
H -3.033384 -4.584849 3.787658 0.2 -0.1 -0.5
H -1.682998 4.815947 3.598270 0.5 0.1 -0.1
H -1.816891 0.922671 4.492444 -0.2 -0.6 -0.5
H -1.679350 -0.275691 3.109289 -0.4 0.4 -0.3
C 5.862555 2.304912 -0.851093 -2.1 2.1 0.5
H 0.521039 -5.948606 5.181046 -0.6 0.3 0.5
C -3.631778 -0.786119 5.716880 -2.9 0.8 -2.4
C 1.544376 0.213458 5.377494 0.5 1.0 1.3
C 1.977748 1.433165 -6.182324 -0.4 -0.4 -0.7
H -3.979800 2.089262 -1.576358 -0.7 -0.5 -0.1
H 0.905129 7.281057 5.119654 0.1 -0.1 -0.7
H -1.381799 2.755763 -2.834542 0.5 0.0 -0.5
H -5.853142 -0.271297 5.694377 0.8 -0.2 0.1
C -2.050626 3.564033 -2.571978 1.8 -0.2 -0.4
H 4.006480 7.633813 -1.267026 -0.3 0.4 -0.6
C -3.341684 1.785187 0.446381 -1.1 0.5 0.3
C 2.475190 -0.379265 4.349551 1.1 1.4 0.5
N 1.131341 9.423544 -2.025299 0.6 0.2 -1.9
H 2.697229 8.998074 -0.514447 -0.9 0.7 -0.7
H -0.056544 3.248424 -6.172021 0.1 -0.2 -0.3
C 6.084901 -2.384801 -3.865511 -0.1 -1.7 -0.4
H -0.890621 -2.949698 -1.409430 0.0 -0.2 -0.2
H 0.750053 -6.698975 6.896333 -0.1 0.8 -0.5
H -7.063424 -2.626672 0.104955 -0.2 -0.3 -0.2
H -0.691997 -7.738738 1.117135 0.0 0.2 -0.3
C -3.474736 -1.954990 -3.167189 -0.5 -0.8 -1.1
C 0.372091 -2.930407 -3.171997 0.3 2.1 0.6
H -7.506993 5.478349 0.586716 -1.6 0.3 0.8
H -4.541044 -1.008212 -0.442729 -0.4 -0.4 -0.3
N -1.259402 -3.767153 6.304931 1.1 0.6 -0.1
C -3.881073 -5.262635 3.870624 -1.1 0.4 -0.5
N -2.375067 3.318340 -1.185641 0.2 1.7 -0.1
C 5.695436 3.899462 4.278722 -0.3 1.2 0.5
H -4.319582 -4.175956 6.239971 -0.3 0.3 -0.1
H 0.826100 1.889018 7.143257 -0.4 1.0 -0.8
H -0.320327 -1.164655 1.598423 0.1 -0.3 0.5
C 4.818758 -5.681790 -2.732853 0.6 0.6 0.1
H 5.719462 2.199979 -3.648055 0.6 -0.6 0.3
H -7.475004 -7.250625 -2.049427 1.4 -0.6 -0.1
C -5.889601 6.346756 -0.387027 1.0 0.0 -1.4
N -1.837094 -3.438485 -6.791639 -0.3 -0.3 -0.7
O 1.338415 1.641580 5.148099 -0.1 -1.2 0.0
H 7.362114 3.523131 5.733951 -0.4 0.2 -0.8
H -5.359911 3.489793 2.453869 0.1 -0.8 -0.6
H 3.232281 -7.030893 -5.279405 -0.3 0.1 0.0
H 6.294617 -2.240673 -4.900327 0.0 0.9 -0.8
C 7.240946 -1.983392 -3.038665 1.1 0.4 0.4
H 2.594960 4.844285 -0.658147 1.1 -1.0 0.3
H -1.105990 6.038289 2.449451 0.4 -0.1 0.4
H 6.154535 3.396233 -0.746454 -0.5 -1.1 -0.4
C 1.168385 -6.454924 5.894900 0.7 -0.3 -0.1
H 1.518783 13.488291 -0.125993 0.4 -0.1 0.1
H -5.717984 1.757058 2.063980 -0.6 -0.6 0.1
H -1.538927 2.479232 -5.727344 -0.4 0.0 0.3
C -0.013049 4.150121 2.336797 1.7 -0.4 0.5
C -1.044173 -6.016037 2.381181 1.1 0.7 0.9
H -4.555757 -1.580931 -3.143610 1.7 -0.3 0.0
C -7.724728 -2.965991 -2.516013 1.8 0.7 -0.6
H 5.127233 -4.057840 -4.565809 0.7 0.2 0.7
C -1.376879 4.918772 -2.786360 1.4 -0.5 -1.6
H 1.424188 2.587605 0.118431 -0.5 0.1 0.3
O -3.339176 -3.031327 -4.158544 0.1 0.5 1.6
H 0.079470 -3.438664 1.890302 0.2 -1.0 0.6
C -1.353434 -4.145611 -8.010818 0.9 -0.9 2.2
H -3.709768 -5.412286 7.304469 0.2 0.0 -0.2
H 0.125822 1.150390 -7.900746 0.1 0.6 -0.6
H 7.020153 2.131700 3.138355 -0.2 0.0 -0.2
H -5.236951 -1.409114 6.900277 -0.5 -0.3 0.7
C -8.078588 -6.412547 -1.812951 -1.2 -2.0 0.4
H -0.574746 1.748873 6.010991 0.7 0.4 0.1
H 1.157935 -9.523878 4.741615 0.8 -0.7 -0.4
H -8.877148 -6.561578 -2.533707 -0.8 0.2 0.1
H -8.290594 -3.573250 3.375171 1.5 -0.2 1.1
H 1.711015 6.719626 -6.558747 0.3 0.5 -0.2
H 4.903549 4.209125 4.964664 0.2 0.1 0.5
O -3.276444 -7.357241 -1.224992 0.4 -0.9 -0.5
O 8.126777 -0.598525 2.793917 0.9 2.1 0.9
O 6.742229 -1.457316 -1.821880 -0.6 -0.4 0.4
H -1.420383 -0.795917 4.699076 0.7 -0.5 0.7
H 0.910791 -0.422196 -6.203935 -0.3 1.8 0.5
H -2.499192 7.847549 -2.260135 -1.4 1.3 0.9
C 2.468115 7.013470 -5.815000 -0.3 -0.7 1.7
H 3.104611 -1.194688 -3.236580 -0.3 -0.1 -0.5
C -1.857357 7.165023 -2.703139 2.4 -0.1 -0.2
H -7.331307 -1.476049 4.110316 0.2 -0.8 0.8
H -4.011665 -5.908683 2.934300 0.3 0.8 1.5
H 0.612500 -4.308326 -9.006437 0.0 -0.2 -0.2
H -0.388383 4.943613 -2.244163 -0.6 0.1 -0.6
H -4.917980 -7.378076 0.012067 0.0 -0.3 -0.7
H -7.739146 5.583429 -1.291012 0.5 0.0 1.4
C 4.844493 2.596241 -3.160182 -0.7 -0.2 -0.3
H -7.002995 -1.173390 -0.813571 -0.5 1.4 0.3
C -6.755494 -4.658296 1.772102 0.1 0.2 -1.5
N 7.626681 2.539003 3.834739 -0.3 0.0 0.6
H -0.184469 -4.029005 3.582925 0.2 0.3 0.0
C -5.178068 -1.770053 0.054722 0.4 1.1 1.1
O -6.437686 -3.514665 2.510578 0.0 -0.1 1.4
H -3.204827 -1.734103 1.683567 -0.3 1.5 1.3
H 1.917584 7.661336 -2.615667 0.1 -2.5 0.6
H 2.247137 1.091085 0.087780 1.1 -0.6 -0.6
H 0.186436 -2.693878 -8.372442 0.1 -0.6 0.2
C -0.985329 -7.542031 2.142986 -0.6 0.9 0.3
H -3.693571 0.731236 0.553510 0.4 0.6 0.2
H 3.785127 4.827289 2.553761 0.2 -1.6 0.8
H -4.858544 -2.687040 -5.565047 1.0 0.5 0.6
H -4.737443 -4.549459 3.970679 0.5 -0.7 -0.5
C 4.565748 2.086624 -1.738240 0.9 2.1 1.2
H -1.961409 -7.275174 -2.844457 0.2 -0.4 0.3
H 0.401133 -4.115694 -1.371515 -0.3 -0.2 -0.6
C -0.370859 1.236217 -6.948921 0.9 -1.5 0.7
H -6.266752 7.363724 -0.520420 0.4 0.2 0.6
H -4.217473 5.242845 0.552500 -0.1 0.3 0.3
H 3.763301 1.137510 4.664959 0.3 1.1 -0.2
H 9.461247 2.093885 4.691579 -0.5 -0.8 -0.4
H -2.479537 2.027261 1.123283 -0.6 -0.4 -0.6
O 0.329084 -5.547897 2.302642 -0.6 0.5 -0.5
H 0.585318 8.190077 -4.674703 -0.3 0.3 0.5
H 4.932175 -1.339280 3.475390 0.0 0.1 0.8
H 9.263362 -2.141088 3.363442 -0.1 -0.3 0.7
H -3.287791 -4.831995 -6.084143 -0.5 1.4 -0.2
H 6.703237 1.807955 -1.221014 1.2 -1.0 -0.7
C -6.924289 -2.398543 4.639982 -1.3 0.7 0.8
N -1.218582 -4.657888 -2.659800 1.0 -0.9 0.7
C -2.009973 -0.114937 4.130725 -1.0 0.3 0.3
H 2.026407 0.113847 6.395599 -0.3 0.0 -0.9
O 2.827923 6.710626 0.207520 0.2 0.4 0.5
H 8.045639 -2.759625 -2.985534 -0.9 0.0 0.7
C -4.974122 2.520675 2.055969 2.0 1.0 0.5
C -4.400058 -6.718301 -0.698732 -0.3 0.5 0.7
C -2.648933 -6.653921 -2.287839 -0.6 2.0 0.7
C 1.609535 9.273301 -0.673019 0.9 -1.1 -0.2
H 1.335571 -1.159519 0.933686 0.9 -0.8 0.2
H 5.247876 -1.812873 -3.488053 -0.5 0.4 -0.3
H 8.477575 -0.386446 -1.330872 -0.4 -0.3 -0.2
N 1.165593 4.674493 1.540051 0.1 0.2 0.1
H -1.156655 -5.877074 -0.979924 0.2 0.1 0.2
H 3.557340 -7.683361 -3.642334 0.1 -0.3 -0.5
H -1.228846 -3.573252 -5.961682 -0.5 -0.2 -1.0
H -1.214665 0.552311 -7.044720 0.0 -0.2 0.4
N -0.022133 -8.170732 3.017377 0.5 0.8 -1.4
H -2.388238 1.376637 -1.396433 0.6 -1.5 -0.6
H 0.294988 -9.013056 6.177595 0.2 0.2 -0.2
H 2.587978 -1.438715 4.491591 -0.5 -0.7 -0.2
H 4.919587 -7.492128 -4.917125 -1.4 0.6 1.0
H 9.155818 1.128457 2.133214 -0.5 -0.5 0.6
C 4.791730 -0.256079 3.582631 0.7 1.7 -0.7
N 3.832891 0.151442 4.600492 -0.1 -1.7 0.1
H 0.180435 4.912264 -0.280695 -0.4 -0.5 -0.3
N 5.416054 5.078198 -3.006573 0.5 2.9 0.1
C 0.718928 1.315597 -1.373475 1.1 0.3 -0.1
C -4.805488 6.142297 0.776240 -0.4 1.9 -2.0
H 7.410074 -0.707245 0.031211 -0.4 -0.4 -0.7
O 1.707984 -2.548356 -2.740541 -1.2 0.4 -1.2
H 2.130241 -2.459599 -7.262890 0.2 -1.1 0.5
H -4.153452 7.078179 0.869537 -0.6 -1.4 -0.5
C -5.477491 6.056669 2.029678 -0.5 -0.7 2.1
O 2.228800 11.547607 -0.245748 -0.7 -0.7 0.1
H -7.010020 -4.499192 4.365136 0.2 0.0 -0.8
C 8.285460 -1.727561 3.650532 0.3 0.1 -0.4
C 0.358083 -0.770461 0.856630 -0.2 1.9 1.0
H 0.592120 -0.296174 5.459470 -0.4 -0.1 -0.3
H -4.142227 -5.872440 -0.032520 0.0 0.2 -0.6
C 4.053340 -1.648065 0.705761 -0.4 1.7 -1.1
O 0.836758 -4.089676 -6.968217 -0.2 0.2 -0.6
C 3.751956 3.729650 2.915841 1.2 0.3 -1.3
C -3.066581 2.079138 -1.000329 0.5 0.4 0.3
C 1.284207 1.519492 -0.051220 -1.6 -0.8 1.5
H 5.736600 -6.249028 -2.742171 0.3 -0.8 -0.4
H 1.118944 8.431877 -0.194115 -0.4 -0.2 0.0
C -0.841338 2.576804 -6.542961 -0.9 2.2 -1.4
H -3.433212 0.113647 6.260273 0.2 0.5 0.7
C 2.147067 -3.564972 -7.006198 -0.7 0.7 0.3
H 4.323677 1.048311 -1.748000 -0.2 -0.8 -0.1
H 2.742506 -2.355934 -4.532061 0.3 -0.4 -0.3
C 0.449229 2.204506 6.122540 0.2 -2.7 0.0
C -0.500485 -8.351775 4.338760 0.2 0.0 0.5
H -6.205814 -4.676345 0.810719 0.4 -0.1 0.9
H -7.775915 -4.610297 1.398681 -0.7 -0.1 0.4
H -0.693294 3.507384 1.711845 0.7 0.8 0.4
H -3.207951 -2.438805 -2.227948 -0.3 0.1 0.2
H -5.049203 -6.388151 -1.524698 -0.2 0.0 0.4
H 4.394647 -1.173221 -0.279562 0.5 -0.7 1.5
C 4.057345 7.020334 -0.389366 1.4 -2.1 0.3
C -0.359448 -3.688787 -2.059292 1.0 1.4 0.3
H -7.575826 -3.169846 -3.604909 -0.1 0.3 0.7
H 3.116718 3.581201 3.766063 -0.6 0.3 0.6
H 10.099986 0.238647 3.281155 -0.5 -0.6 0.2
H 1.374279 9.791539 -4.639458 -0.7 1.2 -0.1
H -2.679033 -1.233229 -3.398308 -0.5 0.4 0.1
H 2.987057 8.998292 -2.894168 0.5 -0.2 -0.2
N 0.431333 1.267944 -2.482140 -0.4 -0.3 -0.3
H -3.296372 -1.710428 -5.768925 -0.3 -0.4 0.3
H -2.605690 -3.347136 1.381540 -0.3 0.6 -0.4
C 4.468255 0.218634 2.163280 1.3 1.1 -0.7
H 2.121121 6.470050 -4.881663 0.8 0.0 -0.9
H 5.673769 1.998158 0.169929 0.0 -0.3 0.2
O -2.219056 5.886891 -2.303152 -1.2 0.4 0.7
H -2.962886 4.100171 -0.969920 -0.5 0.3 0.8
H 8.215604 -1.512379 4.750871 0.0 -0.1 -1.0
C 2.064023 12.749074 0.486250 -1.0 0.0 0.7
H 6.140916 4.813741 3.863293 0.1 0.0 0.1
H -2.578591 -4.780547 -1.071573 0.1 -0.6 0.0
H 1.977053 6.096007 -1.566305 -0.8 0.1 0.6
C -7.182075 -3.600178 3.737289 -1.7 0.9 -0.6
H -4.102612 2.241499 2.697334 -0.9 0.0 0.1
C -2.261151 -4.310105 6.287481 -1.3 -0.6 0.1
H 2.094985 -5.842802 5.946015 -0.7 -0.3 0.4
H -9.252701 -4.360701 -2.530336 -0.2 -0.3 0.0
C -3.580711 -4.964609 6.310621 0.7 0.7 1.0
H 4.243848 -6.006377 -1.871209 -0.5 -0.2 0.0
H -1.369507 3.126747 -7.414778 0.7 -0.8 1.4
C 1.972632 8.623279 -2.961741 -0.8 2.5 -1.4
O -4.424650 2.685166 0.747411 -0.2 0.1 0.3
H 8.313700 -2.001074 -0.719409 1.0 -1.3 0.5
C 1.501354 8.754336 -4.468710 0.0 -0.8 1.0
H 0.234023 10.760992 0.025898 0.9 -0.1 0.2
C 7.754144 -1.138295 -0.934880 0.6 1.8 0.7
H -1.943820 -3.872083 -8.850967 -0.3 0.9 -0.8
H 7.516551 -2.459461 3.339717 0.3 0.4 0.4
C -1.892960 -5.446224 -1.649000 -1.0 -0.1 -1.0
H 2.559108 -3.830442 -6.052526 0.2 0.6 0.8
H 4.770828 -2.305163 1.232084 -0.1 0.7 -0.3
H -0.814911 7.428034 -2.350735 -0.8 -0.2 -0.4
H 8.227305 0.846400 5.009725 -0.4 -0.1 0.7
C -3.245499 -3.749966 -6.459108 0.8 -0.2 0.2
H 4.488790 -3.561875 -2.280811 -0.2 -0.1 0.5
H 6.277159 2.149363 5.494644 0.3 1.1 -0.8
N -5.537206 -2.237181 4.984259 0.1 -0.7 1.4
H -6.699481 4.415392 -0.406446 0.0 -0.6 -0.3
H 3.018943 13.149123 0.867097 -0.2 -0.2 -0.6
O 4.112578 -5.767465 -3.969206 0.1 0.7 0.6
O 5.070068 3.197959 3.248318 -1.3 -0.3 -1.1
C 8.587283 1.537818 4.256698 1.2 -0.7 -1.0
H 2.216321 -0.101156 3.334300 -0.7 -0.4 -0.2
H -2.456974 -2.099556 0.120482 0.2 0.4 -0.2
C 0.669642 -8.689397 5.175888 -0.9 -0.1 2.2
C -6.482809 -2.078488 -0.649340 0.8 -0.5 1.2
H 3.669765 2.662046 -1.284870 1.4 -0.9 -0.7
H 5.442754 0.222875 1.557355 -1.2 -0.2 0.6
H -6.623277 -5.529382 2.400713 0.2 -0.6 -0.2
C 5.298610 -4.249048 -2.549470 0.8 0.5 -0.2
H 0.396345 7.539574 3.367907 0.8 0.3 -0.4
O 3.476995 -0.567463 1.517147 0.7 -1.0 -0.7
H 3.317281 3.130458 2.079758 0.6 0.5 0.6
C -3.724437 -2.680858 -5.432662 -1.5 -0.8 -2.0
C -7.087019 5.422789 -0.380079 0.7 -0.4 -0.8
H 1.256372 10.398658 -2.335805 -0.1 -0.5 0.5
H 6.174128 -4.128205 -1.816638 -1.5 -0.5 -0.6
H -1.542181 -5.253856 -7.978828 0.5 0.5 0.4
C -0.765700 5.222346 3.118026 0.1 0.0 0.3
H -1.202284 5.198916 -3.928705 0.0 -1.2 1.9
H 4.512244 6.032023 -0.704004 0.0 1.1 0.2
H 1.852355 5.178361 2.154526 -1.3 -0.6 -0.8
H 0.450100 0.738044 -4.866998 -0.2 0.1 -0.5
C 6.750848 3.047041 4.933767 0.4 -2.3 0.3
H -8.734329 -4.018318 -0.900368 0.5 -0.3 -0.1
C -5.164060 -1.141464 5.862509 0.6 0.8 -0.5
H -0.073082 -1.014695 -0.060169 -0.6 -0.4 -1.8
C 5.054475 4.026943 -3.199381 -0.3 -2.1 0.4
H 5.758477 0.289367 3.787471 -0.7 -1.0 0.2
O 1.587057 -7.660004 5.315585 1.5 -0.3 -0.6
O -3.398237 -0.488811 4.302074 1.0 -0.1 0.8
H -4.756462 -6.398368 5.504693 0.4 -0.4 -0.5
H 0.415050 3.226476 5.849216 -0.1 1.2 0.5
H -3.893816 -3.669376 -7.378538 0.8 0.0 0.8
H -3.392033 -6.274252 -3.036243 0.2 -0.2 0.6
H 2.797933 -4.088776 -7.668029 0.3 -0.4 -1.3
H 4.185767 1.317006 2.194119 -0.2 -1.4 -0.1
H 7.777467 -1.169757 -3.473883 0.4 0.9 -0.9
H 3.240069 -2.248404 0.333065 -0.6 -0.4 0.4
H -5.412358 6.115520 -1.361806 0.4 0.4 0.6
C 0.882335 5.477646 0.307971 -0.8 -1.3 0.9
H 0.383042 6.375196 0.552484 -0.6 1.4 0.3
H 0.831756 0.971822 2.000641 1.2 0.2 1.3
H -8.387354 -2.088633 -2.407002 0.4 -0.3 0.0
H -1.340105 -5.635985 3.434065 -0.2 -1.2 -1.6
H -3.008850 -6.708439 5.298691 0.2 -0.5 -0.3
C 2.085491 5.769235 -0.510089 0.3 0.4 -0.4
```
Positions in Å, forces in eV/Å.

Results
Gap between HOMO and LUMO: 8.80 eV
Charge: 0
E_tot: -161290.76131 eV
Molecular weight: 1810.6 g mol⁻¹
Multiplicity: 1

Mulliken atomic charge list, values in e, 2 entries: C -1.110; H 0.308